Arrangement one

C9H13N2O | ωB97M-V with the def2-TZVPD basis set

- LUMO: -3.2 eV
- Highest occupied orbital energy: -12.40 eV
- Charge: +1
- SMILES: C[C@H]1C[C@]1(C(N)=[NH2+])c1ccco1
- Orbital gap: 9.169 eV

The geometry in XYZ format:
```
25
C9H13N2O, DFT ωB97M-V with the def2-TZVPD basis set
C -2.042 2.211 -0.513
C -1.138 1.525 0.529
C -1.680 0.226 1.091
C -0.346 0.061 0.302
C -0.396 -0.658 -1.308
N -1.479 -1.349 -1.620
N 0.717 -0.643 -2.033
C 1.024 -0.274 0.753
C 1.437 -1.107 1.731
C 2.921 -1.151 1.629
C 3.223 -0.304 0.646
O 2.152 0.197 -0.006
H -3.136 2.352 -0.365
H -1.946 1.713 -1.436
H -1.756 3.253 -0.618
H -0.559 2.207 1.154
H -1.536 0.034 2.252
H -2.610 -0.068 0.709
H -2.318 -1.144 -1.041
H -1.547 -2.112 -2.306
H 1.605 -0.449 -1.484
H 0.893 -1.223 -2.880
H 0.775 -1.499 2.336
H 3.580 -1.692 2.203
H 4.162 -0.106 0.272
```

Table of natural (NBO) atomic charges, one value per atom, all in e: atom 1 (C): -0.65, atom 2 (C): -0.16, atom 3 (C): -0.41, atom 4 (C): -0.12, atom 5 (C): 0.58, atom 6 (N): -0.75, atom 7 (N): -0.76, atom 8 (C): 0.27, atom 9 (C): -0.23, atom 10 (C): -0.28, atom 11 (C): 0.13, atom 12 (O): -0.47, atom 13 (H): 0.24, atom 14 (H): 0.21, atom 15 (H): 0.24, atom 16 (H): 0.25, atom 17 (H): 0.26, atom 18 (H): 0.22, atom 19 (H): 0.43, atom 20 (H): 0.44, atom 21 (H): 0.46, atom 22 (H): 0.42, atom 23 (H): 0.22, atom 24 (H): 0.24, atom 25 (H): 0.22

Arrangement two

C9H13N2O | ωB97M-V with the def2-TZVPD basis set

- LUMO: -2.8 eV
- Highest occupied orbital energy: -12.42 eV
- Charge: +1
- SMILES: C/N=C/[C@H]1[C@H](c2ccco2)[N@H+]1C
- Orbital gap: 9.655 eV

The geometry in XYZ format:
```
25
C9H13N2O, DFT ωB97M-V with the def2-TZVPD basis set
C 4.087 -0.809 0.100
N 2.807 -0.287 -0.319
C 1.745 -0.939 -0.173
C 0.349 -0.421 -0.484
C -0.555 0.036 0.575
C -1.990 -0.094 0.290
C -2.963 -0.471 1.183
C -4.101 -0.509 0.429
C -3.844 -0.030 -0.802
O -2.563 0.187 -0.936
N 0.032 0.987 -0.424
C 1.192 1.957 -0.176
H 4.015 -1.808 0.394
H 4.654 -0.925 -0.841
H 4.423 -0.125 0.881
H 1.862 -1.948 0.404
H 0.004 -0.934 -1.463
H -0.250 0.179 1.577
H -2.817 -0.964 2.204
H -5.160 -0.652 0.765
H -4.608 -0.109 -1.619
H -0.713 1.133 -1.154
H 1.148 2.727 -1.029
H 1.109 2.458 0.810
H 2.137 1.360 -0.190
```

Table of natural (NBO) atomic charges, one value per atom, all in e: atom 1 (C): -0.43, atom 2 (N): -0.38, atom 3 (C): 0.09, atom 4 (C): -0.11, atom 5 (C): -0.04, atom 6 (C): 0.18, atom 7 (C): -0.24, atom 8 (C): -0.31, atom 9 (C): 0.12, atom 10 (O): -0.42, atom 11 (N): -0.35, atom 12 (C): -0.46, atom 13 (H): 0.19, atom 14 (H): 0.24, atom 15 (H): 0.23, atom 16 (H): 0.19, atom 17 (H): 0.27, atom 18 (H): 0.27, atom 19 (H): 0.26, atom 20 (H): 0.25, atom 21 (H): 0.24, atom 22 (H): 0.46, atom 23 (H): 0.25, atom 24 (H): 0.23, atom 25 (H): 0.29

Q: Which of them is the most stable? A: arrangement one.

Arrangement one

C7H16O | ωB97M-V with the def2-TZVPD basis set

- LUMO: 0.6 eV
- Highest occupied orbital energy: -8.98 eV
- SMILES: C/C=C/CCCC.O
- Orbital gap: 9.576 eV

The geometry in XYZ format:
```
24
C7H16O, DFT ωB97M-V with the def2-TZVPD basis set
C 2.717 -3.099 1.358
C 1.615 -2.281 0.705
C 1.683 -0.971 0.470
C 0.580 -0.100 -0.006
C -0.645 -0.759 -0.674
C -1.939 -0.730 0.227
C -2.694 0.612 -0.019
H 3.620 -2.982 0.753
H 2.425 -4.142 1.250
H 2.915 -2.744 2.365
H 0.674 -2.800 0.557
H 2.603 -0.432 0.684
H 1.032 0.801 -0.443
H 0.138 0.401 0.879
H -0.877 -0.224 -1.596
H -0.416 -1.780 -0.984
H -1.661 -0.861 1.268
H -2.408 -1.621 -0.196
H -2.836 1.043 0.966
H -2.093 1.282 -0.638
H -3.503 0.409 -0.713
O -0.740 5.887 -1.640
H -1.202 5.238 -1.080
H -0.302 5.457 -2.357
```

Table of natural (NBO) atomic charges, one value per atom, all in e: atom 1 (C): -0.65, atom 2 (C): -0.20, atom 3 (C): -0.18, atom 4 (C): -0.45, atom 5 (C): -0.39, atom 6 (C): -0.40, atom 7 (C): -0.63, atom 8 (H): 0.22, atom 9 (H): 0.21, atom 10 (H): 0.22, atom 11 (H): 0.19, atom 12 (H): 0.19, atom 13 (H): 0.21, atom 14 (H): 0.21, atom 15 (H): 0.20, atom 16 (H): 0.20, atom 17 (H): 0.20, atom 18 (H): 0.20, atom 19 (H): 0.22, atom 20 (H): 0.20, atom 21 (H): 0.22, atom 22 (O): -0.95, atom 23 (H): 0.47, atom 24 (H): 0.47

Arrangement two

C7H16O | ωB97M-V with the def2-TZVPD basis set

- LUMO (spin up / spin down): 0.7 / 0.7 eV
- Highest occupied orbital energy (spin up / spin down): -7.14 / -7.14 eV
- Orbital gap (spin up / spin down): 7.792 / 7.794 eV

The geometry in XYZ format:
```
24
C7H16O, DFT ωB97M-V with the def2-TZVPD basis set
C 0.602 -0.387 -0.739
C -0.624 0.206 1.178
C 1.066 0.711 -0.049
C -0.276 -0.222 -1.935
C 1.028 -1.774 -0.387
C -1.958 -0.285 0.667
C -0.721 1.563 1.844
O 2.468 0.609 -1.586
H 3.282 0.217 -1.241
H -0.132 -0.531 1.811
H 1.767 0.606 0.763
H 0.779 1.708 -0.340
H 0.162 -2.388 -0.121
H -0.738 0.763 -1.969
H -1.050 -0.990 -1.981
H 0.369 -0.319 -2.809
H 1.495 -2.231 -1.260
H 1.740 -1.788 0.437
H -2.683 -0.321 1.491
H -1.911 -1.287 0.239
H -2.373 0.387 -0.089
H 0.234 1.908 2.244
H -1.091 2.323 1.150
H -1.433 1.522 2.680
```

Table of natural (NBO) atomic charges, one value per atom, all in e: atom 1 (C): 0.36, atom 2 (C): -0.15, atom 3 (C): -0.21, atom 4 (C): -0.70, atom 5 (C): -0.69, atom 6 (C): -0.65, atom 7 (C): -0.65, atom 8 (O): -1.07, atom 9 (H): 0.43, atom 10 (H): 0.19, atom 11 (H): 0.22, atom 12 (H): 0.23, atom 13 (H): 0.22, atom 14 (H): 0.23, atom 15 (H): 0.22, atom 16 (H): 0.28, atom 17 (H): 0.26, atom 18 (H): 0.22, atom 19 (H): 0.22, atom 20 (H): 0.21, atom 21 (H): 0.21, atom 22 (H): 0.22, atom 23 (H): 0.21, atom 24 (H): 0.21

Q: Which of them is the most stable? A: arrangement one.

Arrangement one

C7H16O | ωB97M-V with the def2-TZVPD basis set

- LUMO: 0.9 eV
- Highest occupied orbital energy: -9.27 eV
- SMILES: C/C=C/CCCC.O
- Orbital gap: 10.143 eV

The geometry in XYZ format:
```
24
C7H16O, DFT ωB97M-V with the def2-TZVPD basis set
C -1.390 2.918 -0.824
C -1.338 1.785 0.169
C -0.247 1.124 0.545
C -0.259 0.012 1.570
C 0.023 -1.390 0.967
C 1.107 -1.466 -0.090
C 2.482 -1.321 0.513
H -0.420 3.022 -1.303
H -1.637 3.860 -0.334
H -2.125 2.697 -1.598
H -2.263 1.502 0.657
H 0.718 1.311 0.087
H -1.252 -0.017 2.010
H 0.460 0.258 2.345
H 0.252 -2.095 1.770
H -0.935 -1.739 0.586
H 0.903 -0.744 -0.885
H 1.042 -2.429 -0.613
H 2.781 -2.216 1.052
H 3.258 -1.155 -0.249
H 2.545 -0.414 1.121
O -1.490 -1.456 -2.455
H -0.579 -1.434 -2.138
H -1.635 -0.612 -2.903
```

Table of natural (NBO) atomic charges, one value per atom, all in e: atom 1 (C): -0.64, atom 2 (C): -0.18, atom 3 (C): -0.19, atom 4 (C): -0.43, atom 5 (C): -0.39, atom 6 (C): -0.41, atom 7 (C): -0.61, atom 8 (H): 0.21, atom 9 (H): 0.22, atom 10 (H): 0.21, atom 11 (H): 0.19, atom 12 (H): 0.19, atom 13 (H): 0.21, atom 14 (H): 0.20, atom 15 (H): 0.20, atom 16 (H): 0.21, atom 17 (H): 0.19, atom 18 (H): 0.20, atom 19 (H): 0.21, atom 20 (H): 0.21, atom 21 (H): 0.20, atom 22 (O): -0.94, atom 23 (H): 0.47, atom 24 (H): 0.47

Arrangement two

C7H16O | ωB97M-V with the def2-TZVPD basis set

- LUMO: 0.9 eV
- Highest occupied orbital energy: -9.75 eV
- SMILES: C=CCCCCC.O
- Orbital gap: 10.620 eV

The geometry in XYZ format:
```
24
C7H16O, DFT ωB97M-V with the def2-TZVPD basis set
C 1.824 -0.994 -1.865
C 0.562 -1.284 -1.592
C 0.009 -1.868 -0.319
C 0.561 -1.177 0.952
C 0.521 0.352 0.962
C -0.846 0.979 0.685
C -1.868 0.821 1.806
H 2.566 -1.013 -1.074
H 2.230 -0.688 -2.821
H -0.181 -1.302 -2.386
H 0.262 -2.927 -0.331
H -1.045 -1.589 -0.399
H 1.595 -1.547 0.926
H 0.083 -1.505 1.872
H 0.960 0.682 1.914
H 1.237 0.860 0.308
H -0.804 2.022 0.394
H -1.222 0.461 -0.216
H -1.617 1.361 2.724
H -2.753 1.363 1.444
H -2.088 -0.217 2.026
O 0.278 2.586 -1.924
H -0.257 1.784 -2.048
H -0.006 2.841 -1.037
```

Table of natural (NBO) atomic charges, one value per atom, all in e: atom 1 (C): -0.39, atom 2 (C): -0.18, atom 3 (C): -0.45, atom 4 (C): -0.40, atom 5 (C): -0.42, atom 6 (C): -0.39, atom 7 (C): -0.61, atom 8 (H): 0.18, atom 9 (H): 0.21, atom 10 (H): 0.19, atom 11 (H): 0.23, atom 12 (H): 0.20, atom 13 (H): 0.21, atom 14 (H): 0.21, atom 15 (H): 0.20, atom 16 (H): 0.22, atom 17 (H): 0.18, atom 18 (H): 0.19, atom 19 (H): 0.21, atom 20 (H): 0.21, atom 21 (H): 0.21, atom 22 (O): -0.93, atom 23 (H): 0.47, atom 24 (H): 0.46

Q: Which of them is the most stable? A: arrangement one.